Entry 1:
ORCA calculation (ωB97M-V with the def2-TZVPD basis set) on a cluster of 2 separate species, C15H18O2 in total in a non-equilibrium geometry.

Geometry as XYZ:
```
35
Properties=species:S:1:pos:R:3:forces:R:3:mulliken_charge:R:1
C 2.095 -2.433 1.562 0.801 -0.368 0.247 -1.478
C 2.144 -1.830 0.203 -0.882 1.998 -2.122 -0.172
C 0.970 -2.211 -0.731 -0.090 0.211 1.242 0.359
C -0.281 -2.390 -0.165 -0.929 -0.250 1.062 -0.040
C -1.414 -2.690 -0.942 0.677 0.514 -0.403 -0.834
C -1.228 -2.911 -2.306 0.078 -0.878 0.472 0.757
O -2.167 -3.452 -3.115 -0.142 0.249 -1.772 -0.546
C 0.029 -2.758 -2.902 -0.347 0.671 0.444 -0.746
C 1.082 -2.362 -2.107 1.155 -0.196 0.006 -0.450
H 3.080 -2.537 1.993 0.403 0.027 0.095 0.351
H 1.700 -3.422 1.459 -0.427 -0.674 0.396 0.524
H 1.528 -1.832 2.264 -0.407 -0.113 0.023 0.298
H 2.148 -0.719 0.319 -0.347 -0.412 -0.145 0.066
H 3.013 -1.911 -0.438 0.745 -0.827 0.452 0.393
H -0.379 -2.380 0.957 -0.057 0.344 -1.342 0.201
H -2.429 -2.625 -0.568 0.109 -0.479 0.315 0.354
H -3.004 -3.818 -2.832 0.134 0.327 1.079 0.318
H 0.152 -2.842 -3.973 -0.102 -0.331 0.014 0.389
H 2.088 -2.293 -2.535 -0.378 0.190 -0.066 0.282
C -1.858 4.742 -0.210 -0.356 -0.501 -2.319 -1.435
C -1.154 3.585 0.457 -0.589 1.823 -0.186 0.952
C -1.073 2.324 -0.120 1.220 0.458 1.380 -0.953
C -0.258 1.384 0.536 -0.387 0.083 -0.086 0.224
C 0.404 1.692 1.742 -0.849 1.082 -0.448 0.312
O 1.077 0.787 2.524 0.318 -0.427 -0.106 -0.567
C 0.273 2.988 2.295 0.055 -1.803 -0.854 -0.474
C -0.493 3.916 1.630 0.188 -0.491 1.239 -0.722
H -1.179 5.175 -0.984 -0.315 -0.113 0.610 0.265
H -2.266 5.573 0.356 0.282 -0.221 0.629 0.360
H -2.694 4.354 -0.819 0.115 0.140 0.226 0.353
H -1.563 2.084 -1.053 -0.059 -0.004 0.059 0.399
H -0.271 0.425 0.036 0.547 -0.416 0.513 0.282
H 1.811 0.394 2.038 -0.117 -0.060 -0.091 0.273
H 0.749 3.148 3.246 0.081 0.284 0.181 0.418
H -0.633 4.845 2.182 -0.128 0.162 -0.741 0.285
```
Forces are in eV/Å.

Computed properties:
E_LUMO: 0.76 eV
Charge: 0
HOMO-LUMO gap: 9.17 eV
SMILES string: CCc1ccc(O)cc1.Cc1ccc(O)cc1


Entry 2:
ORCA calculation (ωB97M-V with the def2-TZVPD basis set) on a structure of composition C6H6O2 in a non-equilibrium geometry.

Geometry as XYZ:
```
14
Properties=species:S:1:pos:R:3:forces:R:3:mulliken_charge:R:1
C 0.621 -0.944 0.023 1.052 -3.368 -2.232 -0.435
C 0.842 0.321 0.859 0.202 -0.067 0.174 0.146
C 0.523 0.140 -1.088 -0.885 0.125 1.071 -0.106
C -0.808 0.638 -0.679 -1.895 2.425 -1.520 -0.588
C -1.357 -0.333 0.217 -4.092 -1.972 1.588 -0.104
C -0.616 0.813 0.803 1.413 -1.703 -0.035 -0.704
H 1.417 -1.705 -0.327 -1.108 1.137 1.621 0.362
H 1.438 0.353 1.800 -0.432 0.216 -0.971 0.458
H 0.719 0.195 -2.114 0.491 -0.759 -1.494 0.597
H -1.390 1.394 -1.216 0.187 -0.587 -0.030 0.402
H -2.402 -0.672 0.378 0.445 1.333 -0.124 0.392
H -1.015 1.537 1.422 -0.733 1.374 0.892 0.477
O -0.648 -1.513 0.252 2.212 -0.265 -0.219 -0.423
O 1.399 0.900 -0.346 3.142 2.111 1.281 -0.472
```
Forces are in eV/Å.

Computed properties:
E_LUMO: 1.00 eV
Charge: 0
HOMO-LUMO gap: 10.63 eV


Entry 3:
ORCA calculation (ωB97M-V with the def2-TZVPD basis set) on a structure of composition C9H20ClIN2O2PSTm in a non-equilibrium geometry.

Geometry as XYZ:
```
38
Properties=species:S:1:pos:R:3:forces:R:3:mulliken_charge:R:1
C -3.879 2.842 -5.676 -0.263 -0.126 -0.177 -0.935
C -3.726 1.695 -4.721 -1.677 -2.017 -0.293 0.487
H -4.702 2.641 -6.368 0.112 -0.092 0.174 0.302
H -2.953 2.970 -6.244 -0.057 0.054 0.186 0.327
H -4.095 3.758 -5.118 0.173 -0.107 -0.031 0.325
O -4.354 0.674 -4.639 1.416 2.229 -0.131 -0.419
I -2.086 2.063 -3.325 0.299 -0.004 0.405 -0.040
Tm 0.004 0.742 0.611 0.274 1.576 -1.483 0.789
P 1.332 -0.836 -1.297 1.518 -0.136 -1.537 0.816
C 1.614 -2.627 -1.268 -0.364 -0.351 0.515 -1.244
C 0.871 -0.614 -3.052 -0.531 0.363 0.091 -1.104
H 3.099 0.841 -1.387 0.110 -0.310 -0.081 0.373
H 3.597 -0.704 -2.177 -0.181 0.151 0.327 0.432
H 3.574 -0.549 -0.375 -0.036 0.037 -0.358 0.356
C 3.081 -0.256 -1.314 -0.198 0.439 0.476 -1.190
H 0.654 0.443 -3.250 0.125 -0.265 -0.070 0.240
H 1.683 -0.972 -3.704 -0.249 0.093 0.330 0.419
H 2.353 -2.916 -2.029 -0.265 0.202 0.240 0.405
H 0.669 -3.146 -1.459 0.178 -0.081 -0.058 0.407
H -0.046 -1.183 -3.251 0.181 0.118 -0.072 0.367
H 1.969 -2.923 -0.277 0.088 -0.134 -0.149 0.370
C -0.560 -1.595 0.787 -1.587 -6.063 1.782 0.238
O -0.747 -2.717 1.033 0.992 5.057 -1.355 -0.120
Cl 0.341 2.784 -0.679 -0.139 -0.752 0.546 -0.391
C 0.883 -0.911 5.468 -0.527 -0.568 0.514 -0.925
N 0.976 -0.915 3.987 1.055 0.747 -0.732 -0.180
C 0.874 0.178 3.200 0.292 -0.922 -0.160 0.369
S 2.129 0.658 2.126 -0.717 -0.372 0.317 -0.189
N -0.368 0.824 3.078 1.046 0.984 0.715 -0.205
C -1.408 0.589 4.119 -0.249 0.248 -0.218 -1.035
H 0.474 0.019 5.875 0.205 -0.250 -0.267 0.340
H 1.894 -1.072 5.857 -0.229 0.194 -0.053 0.347
H 0.258 -1.758 5.778 0.146 0.311 0.032 0.366
H 1.753 -1.511 3.676 -0.344 0.454 0.239 0.350
H -0.190 1.843 2.961 -0.215 -0.599 0.376 0.472
H -1.214 1.264 4.959 -0.183 -0.283 -0.096 0.346
H -2.364 0.835 3.665 -0.106 -0.060 0.192 0.314
H -1.391 -0.456 4.433 -0.091 0.233 -0.135 0.418
```
Forces are in eV/Å.

Computed properties:
E_LUMO (alpha / beta): -8.27 / -8.23 eV
Multiplicity: 3
Charge: +2
HOMO-LUMO gap (alpha / beta): 5.87 / 5.91 eV